Run 1
{"formula": "C3H11NO2", "method": "the ωB97M-V functional and the def2-TZVPD basis", "symbols": ["C", "C", "N", "C", "H", "H", "H", "H", "H", "H", "H", "O", "H", "H", "O", "H", "H"], "coordinates": [[2.249, -0.043, -1.381], [0.969, -0.052, -1.827], [0.137, 1.137, -1.857], [-0.956, 0.893, -2.764], [2.585, 0.343, -0.446], [3.065, -0.648, -1.888], [0.617, -0.747, -2.562], [0.151, 1.617, -0.890], [-1.384, 1.741, -3.182], [-0.502, 0.472, -3.653], [-1.642, 0.322, -2.181], [-1.862, 0.311, 4.500], [-2.654, 0.675, 4.914], [-2.079, 0.211, 3.545], [0.257, -2.269, 2.917], [-0.148, -1.772, 3.591], [1.195, -2.193, 3.165]], "lowdin_charge": [-0.034, -0.228, -0.126, -0.139, 0.020, 0.058, 0.079, 0.160, 0.052, 0.082, 0.077, -0.075, 0.034, 0.053, -0.045, -0.017, 0.049], "spin_multiplicity": 1, "homo_ev": -7.66}

Run 2
{"formula": "C3H11NO2", "method": "the ωB97M-V functional and the def2-TZVPD basis", "symbols": ["C", "C", "O", "H", "H", "H", "H", "H", "H", "N", "C", "O", "H", "H", "H", "H", "H"], "coordinates": [[1.078, 2.867, 0.087], [-0.083, 2.725, -0.846], [0.434, 2.478, -2.214], [1.307, 1.930, 0.616], [2.054, 3.148, -0.368], [0.839, 3.665, 0.826], [-0.603, 3.693, -1.146], [-0.948, 2.116, -0.614], [0.965, 1.666, -2.144], [0.231, -3.428, 1.378], [-0.981, -2.820, 0.928], [-1.084, -2.670, -0.513], [0.541, -4.336, 1.069], [0.970, -2.777, 1.129], [-1.793, -3.339, 1.420], [-1.056, -1.780, 1.196], [-1.872, -3.140, -0.803]], "lowdin_charge": [-0.108, -0.295, -0.128, 0.069, 0.086, 0.081, 0.125, 0.098, 0.072, 0.016, -0.345, -0.085, 0.070, 0.066, 0.107, 0.103, 0.067], "spin_multiplicity": 1, "homo_ev": -9.85}

Structures ranked by computed energy, the most stable listed first: run 2, run 1.

Run 1
{"formula": "C3H11NO2", "method": "the ωB97M-V functional and the def2-TZVPD basis", "symbols": ["C", "N", "C", "C", "O", "H", "H", "H", "H", "H", "H", "H", "H", "H", "O", "H", "H"], "coordinates": [[0.603, 0.011, 2.513], [-0.388, 0.583, 1.546], [0.023, 0.595, 0.144], [0.265, 2.086, -0.407], [1.588, 2.647, -0.397], [0.656, -1.108, 2.436], [1.585, 0.411, 2.308], [0.283, 0.081, 3.558], [-1.292, 0.128, 1.659], [-0.671, 0.271, -0.677], [0.972, 0.025, -0.046], [-0.426, 2.715, 0.220], [-0.228, 2.029, -1.367], [2.014, 2.188, 0.341], [-1.822, -4.122, -3.602], [-0.900, -4.034, -3.862], [-2.261, -4.506, -4.367]], "lowdin_charge": [-0.121, -0.133, -0.229, -0.249, -0.078, 0.078, 0.062, 0.069, 0.099, 0.113, 0.118, 0.114, 0.085, 0.071, -0.062, 0.031, 0.031], "spin_multiplicity": 1, "homo_ev": -8.80}

Run 2
{"formula": "C3H11NO2", "method": "the ωB97M-V functional and the def2-TZVPD basis", "symbols": ["C", "C", "C", "N", "H", "H", "H", "H", "H", "H", "H", "O", "H", "H", "O", "H", "H"], "coordinates": [[-0.855, -0.961, 2.770], [-1.030, -1.408, 1.353], [0.089, -1.992, 0.823], [0.222, -2.149, -0.540], [0.144, -0.472, 2.950], [-1.465, -0.149, 3.174], [-0.775, -1.943, 3.357], [-1.959, -1.255, 0.868], [1.140, -2.096, 1.307], [1.145, -2.516, -0.901], [-0.603, -2.367, -1.098], [0.695, 5.218, -2.635], [0.863, 4.235, -2.716], [1.278, 5.730, -2.193], [0.407, 0.602, -2.538], [-0.017, 1.392, -2.304], [0.721, 0.132, -1.676]], "lowdin_charge": [-0.165, -0.189, -0.248, -0.013, 0.069, 0.060, 0.090, 0.078, 0.147, 0.110, 0.096, -0.035, 0.073, -0.038, -0.086, -0.020, 0.071], "spin_multiplicity": 1, "homo_ev": -7.73}

Structures ranked by computed energy, the most stable listed first: run 1, run 2.

Run 1
{"formula": "C3H11NO2", "method": "the ωB97M-V functional and the def2-TZVPD basis", "symbols": ["C", "C", "C", "N", "H", "H", "H", "H", "H", "H", "H", "O", "H", "H", "O", "H", "H"], "coordinates": [[-1.565, 0.906, 1.240], [-0.823, -0.206, 1.117], [0.418, -0.394, 0.279], [0.174, -0.910, -1.064], [-2.658, 0.909, 1.322], [-1.141, 1.798, 0.798], [-1.327, -1.053, 1.598], [1.154, -1.046, 0.778], [0.933, 0.548, 0.322], [-0.543, -0.312, -1.474], [-0.232, -1.835, -1.006], [-1.828, 2.251, -1.621], [-1.027, 1.974, -1.182], [-1.771, 3.184, -1.790], [3.341, -2.000, -0.137], [4.139, -2.248, 0.332], [2.757, -1.566, 0.488]], "lowdin_charge": [-0.013, -0.173, -0.310, 0.026, 0.072, 0.032, 0.093, 0.081, 0.105, 0.062, 0.075, -0.046, -0.004, 0.033, -0.053, 0.033, -0.012], "spin_multiplicity": 1, "homo_ev": -9.57}

Run 2
{"formula": "C3H11NO2", "method": "the ωB97M-V functional and the def2-TZVPD basis", "symbols": ["C", "C", "C", "N", "H", "H", "H", "H", "H", "H", "H", "O", "H", "H", "O", "H", "H"], "coordinates": [[0.833, -0.635, 2.028], [0.371, -1.053, 0.846], [1.264, -1.286, -0.328], [-0.999, -1.247, 0.592], [0.147, -0.568, 2.867], [1.859, -0.382, 2.241], [1.086, -0.591, -1.149], [2.301, -1.180, -0.024], [1.170, -2.309, -0.700], [-1.181, -1.003, -0.372], [-1.628, -0.688, 1.162], [-1.805, 0.374, -1.785], [-1.722, 0.902, -0.979], [-1.977, 1.034, -2.465], [-0.306, 2.801, -0.606], [0.317, 2.484, -1.274], [0.269, 3.347, -0.055]], "lowdin_charge": [0.005, -0.487, -0.061, 0.077, 0.048, 0.042, 0.070, 0.071, 0.085, 0.035, 0.090, -0.067, 0.019, 0.047, -0.060, 0.041, 0.045], "spin_multiplicity": 1, "homo_ev": -8.05}

Run 3
{"formula": "C3H11NO2", "method": "the ωB97M-V functional and the def2-TZVPD basis", "symbols": ["C", "C", "C", "N", "H", "H", "H", "H", "H", "H", "H", "O", "H", "H", "O", "H", "H"], "coordinates": [[0.899, 1.253, 0.879], [-0.408, 0.712, 0.939], [-0.636, -0.177, 2.068], [-1.367, 0.831, -0.049], [1.117, 2.299, 0.260], [1.788, 0.917, 1.487], [-1.812, -0.242, 2.222], [-0.075, -1.098, 2.434], [-0.255, 0.482, 2.870], [-2.319, 1.132, 0.282], [-1.086, 1.449, -0.834], [0.391, 0.339, -2.233], [0.980, 0.248, -2.957], [0.817, -0.216, -1.524], [0.926, -2.452, -0.938], [0.586, -1.697, -0.473], [0.158, -2.911, -1.373]], "lowdin_charge": [-0.023, -0.558, -0.110, 0.066, 0.102, 0.057, 0.117, 0.104, 0.069, 0.114, 0.087, -0.073, 0.020, 0.025, -0.064, -0.014, 0.079], "spin_multiplicity": 1, "homo_ev": -8.07}

Run 4
{"formula": "C3H11NO2", "method": "the ωB97M-V functional and the def2-TZVPD basis", "symbols": ["C", "C", "C", "N", "H", "H", "H", "H", "H", "H", "H", "O", "H", "H", "O", "H", "H"], "coordinates": [[-0.612, -1.770, -0.148], [-1.139, -0.355, 0.237], [-0.994, 0.540, -0.755], [-1.043, 1.900, -0.429], [-0.727, -2.377, 0.771], [-1.287, -2.304, -0.825], [0.422, -1.770, -0.468], [-1.137, -0.179, 1.277], [-0.980, 0.119, -1.746], [-0.485, 2.273, 0.333], [-0.817, 2.518, -1.230], [0.879, -0.577, 1.718], [0.538, 0.262, 2.041], [0.939, -1.060, 2.562], [2.512, 0.979, -1.063], [2.016, 0.218, -0.748], [1.917, 1.580, -1.529]], "lowdin_charge": [-0.131, -0.177, -0.251, 0.017, 0.065, 0.065, 0.052, 0.064, 0.113, 0.078, 0.084, -0.074, 0.045, 0.073, -0.059, 0.010, 0.026], "spin_multiplicity": 1, "homo_ev": -7.97}

Structures ranked by computed energy, the most stable listed first: run 2, run 1, run 4, run 3.

Run 1
{"formula": "C3H11NO2", "method": "the ωB97M-V functional and the def2-TZVPD basis", "symbols": ["C", "C", "O", "C", "N", "H", "H", "H", "H", "H", "H", "H", "H", "H", "O", "H", "H"], "coordinates": [[-0.443, 0.114, -2.356], [-0.478, 0.347, -0.851], [0.295, -0.778, -0.345], [-1.820, 0.443, 0.019], [-1.875, 0.409, 1.500], [-1.161, 0.802, -2.865], [0.552, 0.177, -2.824], [-0.781, -0.941, -2.431], [0.047, 1.279, -0.592], [1.194, -0.604, -0.689], [-2.487, 1.271, -0.419], [-2.145, -0.589, -0.366], [-2.598, 0.930, 1.945], [-0.963, 0.736, 1.916], [3.976, -1.283, 3.117], [3.796, -0.692, 2.408], [4.890, -1.620, 2.833]], "lowdin_charge": [-0.067, -0.442, -0.088, -0.229, -0.015, 0.088, 0.081, 0.090, 0.121, 0.090, 0.126, 0.116, 0.041, 0.087, -0.077, -0.002, 0.079], "spin_multiplicity": 1, "homo_ev": -9.05}

Run 2
{"formula": "C3H11NO2", "method": "the ωB97M-V functional and the def2-TZVPD basis", "symbols": ["C", "C", "C", "N", "H", "H", "H", "H", "H", "H", "H", "O", "H", "H", "O", "H", "H"], "coordinates": [[2.469, -0.664, -0.510], [1.097, -1.093, -0.923], [0.126, -0.258, -1.264], [-1.106, -0.634, -1.825], [2.463, 0.356, -0.123], [2.876, -1.286, 0.286], [3.163, -0.721, -1.356], [0.986, -2.105, -1.295], [0.236, 0.802, -1.077], [-1.456, 0.031, -2.509], [-1.095, -1.533, -2.280], [-2.642, -0.120, 0.921], [-2.269, -0.692, 0.230], [-3.594, -0.171, 0.772], [0.688, 2.357, 2.816], [0.580, 1.705, 3.523], [0.123, 2.017, 2.112]], "lowdin_charge": [-0.118, -0.186, -0.239, 0.018, 0.070, 0.064, 0.072, 0.096, 0.114, 0.087, 0.080, -0.083, 0.000, 0.030, -0.066, 0.037, 0.025], "spin_multiplicity": 1, "homo_ev": -8.46}

Run 3
{"formula": "C3H11NO2", "method": "the ωB97M-V functional and the def2-TZVPD basis", "symbols": ["C", "C", "C", "N", "H", "H", "H", "H", "H", "H", "H", "O", "H", "H", "O", "H", "H"], "coordinates": [[-1.573, 1.438, 0.207], [-0.440, 0.907, -0.275], [0.774, 1.049, 0.588], [1.124, -0.157, 1.420], [-2.569, 1.245, -0.241], [-1.628, 2.060, 1.096], [-0.409, 0.409, -1.232], [1.682, 1.179, 0.005], [0.646, 1.850, 1.302], [1.403, -0.882, 0.752], [0.275, -0.611, 1.755], [2.782, 0.072, 4.093], [3.760, 0.033, 4.063], [2.616, 0.451, 3.203], [-2.966, -2.648, -5.603], [-2.408, -2.616, -6.390], [-2.611, -1.922, -5.080]], "lowdin_charge": [-0.006, -0.176, -0.288, -0.011, 0.060, 0.057, 0.090, 0.101, 0.096, 0.068, 0.070, -0.102, 0.036, 0.004, -0.063, 0.034, 0.029], "spin_multiplicity": 1, "homo_ev": -9.74}

Structures ranked by computed energy, the most stable listed first: run 2, run 3, run 1.

Run 1
{"formula": "C3H11NO2", "method": "the ωB97M-V functional and the def2-TZVPD basis", "symbols": ["C", "C", "N", "C", "H", "H", "H", "H", "H", "H", "H", "O", "H", "H", "O", "H", "H"], "coordinates": [[0.822, 1.752, -0.532], [1.111, 0.946, 0.522], [1.298, -0.416, 0.262], [0.809, -1.241, 1.324], [0.509, 1.263, -1.482], [0.769, 2.900, -0.568], [0.931, 1.253, 1.550], [1.188, -0.604, -0.673], [1.313, -0.865, 2.259], [-0.240, -1.081, 1.632], [1.144, -2.229, 1.218], [-1.972, 0.783, -0.813], [-2.678, 1.072, -0.240], [-1.314, 1.546, -0.981], [-1.275, -1.942, -1.574], [-1.162, -2.193, -0.639], [-1.255, -0.946, -1.263]], "lowdin_charge": [-0.064, -0.225, -0.077, -0.133, 0.055, 0.077, 0.113, 0.075, 0.096, 0.085, 0.065, -0.089, 0.043, 0.054, -0.121, 0.011, 0.035], "spin_multiplicity": 1, "homo_ev": -8.38}

Run 2
{"formula": "C3H11NO2", "method": "the ωB97M-V functional and the def2-TZVPD basis", "symbols": ["C", "C", "N", "C", "O", "H", "H", "H", "H", "H", "H", "H", "H", "H", "O", "H", "H"], "coordinates": [[2.069, 0.245, 1.323], [0.640, 0.179, 0.770], [0.121, -1.158, 0.415], [0.401, 1.262, -0.277], [-0.822, 1.229, -0.964], [2.220, -0.240, 2.284], [2.739, -0.149, 0.564], [2.361, 1.276, 1.555], [-0.045, 0.375, 1.600], [0.058, -1.801, 1.190], [0.694, -1.684, -0.236], [0.415, 2.185, 0.311], [1.221, 1.427, -0.986], [-0.988, 0.318, -1.223], [-2.097, -1.412, -1.180], [-2.963, -1.037, -1.066], [-1.564, -1.173, -0.372]], "lowdin_charge": [-0.064, -0.414, 0.020, -0.253, -0.051, 0.072, 0.077, 0.079, 0.137, 0.090, 0.096, 0.121, 0.121, 0.035, -0.097, 0.028, 0.002], "spin_multiplicity": 1, "homo_ev": -10.13}

Structures ranked by computed energy, the most stable listed first: run 2, run 1.

Run 1
{"formula": "C3H11NO2", "method": "the ωB97M-V functional and the def2-TZVPD basis", "symbols": ["C", "C", "N", "C", "O", "H", "H", "H", "H", "H", "H", "H", "H", "H", "O", "H", "H"], "coordinates": [[0.757, 1.861, -2.017], [0.394, 0.462, -1.358], [-0.556, -0.419, -2.024], [-0.291, 0.869, 0.020], [-0.559, -0.326, 0.759], [1.050, 1.956, -3.077], [-0.181, 2.469, -1.925], [1.326, 2.420, -1.332], [1.318, -0.188, -1.225], [0.023, -0.706, -2.815], [-0.475, -1.305, -1.664], [0.224, 1.554, 0.710], [-1.316, 1.344, -0.126], [-1.266, -0.134, 1.372], [0.154, -2.180, 3.785], [1.149, -2.196, 3.610], [0.119, -1.393, 4.424]], "lowdin_charge": [-0.061, -0.403, 0.029, -0.238, -0.095, 0.076, 0.079, 0.042, 0.145, 0.077, 0.028, 0.110, 0.133, 0.074, -0.124, 0.063, 0.064], "spin_multiplicity": 1, "homo_ev": -9.66}

Run 2
{"formula": "C3H11NO2", "method": "the ωB97M-V functional and the def2-TZVPD basis", "symbols": ["C", "C", "C", "N", "H", "H", "H", "H", "H", "H", "H", "O", "H", "H", "O", "H", "H"], "coordinates": [[0.712, 2.454, 1.658], [0.847, 1.845, 0.294], [-0.039, 1.926, -0.691], [0.044, 1.219, -1.899], [-0.349, 2.576, 1.926], [1.061, 1.756, 2.412], [1.217, 3.416, 1.814], [1.750, 1.251, 0.120], [-0.938, 2.529, -0.560], [-0.219, 1.762, -2.706], [0.950, 0.790, -2.018], [-1.551, -5.142, 1.504], [-0.950, -4.993, 0.769], [-2.398, -5.402, 1.131], [-0.360, -2.151, -1.416], [0.494, -2.574, -1.288], [-0.270, -1.263, -1.049]], "lowdin_charge": [-0.127, -0.197, -0.241, 0.026, 0.073, 0.061, 0.070, 0.096, 0.116, 0.078, 0.077, -0.060, 0.026, 0.032, -0.065, 0.028, 0.008], "spin_multiplicity": 1, "homo_ev": -8.38}

Structures ranked by computed energy, the most stable listed first: run 2, run 1.